Below is C11H17CuIN2S2 as an isolated structure at a distorted geometry, with properties calculated with ωB97M-V with the def2-TZVPD basis set.

Max |F|   2.48 eV Å⁻¹
LUMO (spin up / spin down)   0.0075 / 0.0079 hartree
Energy   -89071.262 eV
Orbital gap (spin up / spin down)   6.1 / 7.5 eV
Energy relative to the best compared isomer or geometry (same formula, charge and spin)   0.0 kcal per mole
HOMO energy (spin up / spin down)   -0.2165 / -0.2666 Eh
2S+1   2
Expectation value of S²   0.754

Atoms and positions in Å:
C  2.237  1.677  0.669
C  -2.499  1.018  -0.791
H  2.786  1.642  1.612
H  2.866  2.079  -0.129
H  1.856  0.690  0.393
H  -2.743  -0.055  -0.797
H  -3.154  1.546  -0.084
H  -2.537  1.438  -1.805
Cu  -0.648  1.200  -0.194
C  0.047  1.583  -1.990
H  -0.667  2.320  -2.379
H  -0.034  0.629  -2.541
H  1.076  1.962  -1.978
I  0.665  3.104  0.996
C  -2.308  1.342  2.696
C  -1.728  0.042  2.295
N  -0.892  -0.155  1.294
C  -0.552  -1.506  1.119
C  -1.179  -2.325  2.041
S  -2.177  -1.431  3.124
C  0.336  -1.941  0.059
C  0.374  -3.214  -0.506
S  1.553  -3.316  -1.759
C  1.965  -1.617  -1.455
N  1.262  -1.076  -0.507
C  3.004  -0.920  -2.258
H  -3.209  1.550  2.101
H  -2.571  1.286  3.760
H  -1.570  2.139  2.542
H  -1.068  -3.402  2.051
H  -0.279  -4.021  -0.200
H  3.469  -1.654  -2.924
H  2.546  -0.119  -2.855
H  3.772  -0.493  -1.600